ORCA calculation (ωB97M-V/def2-TZVPD) on a 8-piece molecular cluster, C10H36N6O8 overall in a non-equilibrium geometry.

Calculated values
Kohn-Sham gap, eV: 8.372
ΔE to the lowest compared entry with this formula, charge and spin, eV: 0.000
SMILES: NC(N)=O.NC(N)=O.NC(N)=O.CCO.CCO.CO.CO.CO

ORCA input file:
```
! wB97M-V def2-TZVPD RIJCOSX def2/J DEFGRID3
* xyz 0 1
N -4.072 1.493 -3.064
C -2.832 1.904 -2.914
N -2.351 2.512 -3.868
O -2.186 1.529 -1.770
H -4.340 1.038 -2.204
H -4.729 2.146 -3.545
H -1.442 2.946 -3.686
H -2.567 2.381 -4.849
N -2.279 -0.763 0.722
C -1.972 -1.999 0.464
N -1.938 -2.328 -0.806
O -1.626 -2.822 1.520
H -2.367 -0.493 1.714
H -2.779 -0.131 0.055
H -1.796 -3.343 -0.997
H -2.089 -1.696 -1.547
N 3.342 -2.572 3.652
C 2.679 -1.608 3.143
N 1.719 -1.960 2.324
O 2.960 -0.336 3.480
H 4.102 -2.276 4.239
H 3.327 -3.537 3.301
H 1.102 -1.196 1.950
H 1.443 -2.849 1.950
C -0.868 1.897 2.031
C 0.139 1.299 1.108
O 0.191 -0.075 1.363
H -0.857 1.401 3.005
H -1.846 1.876 1.626
H -0.627 2.907 2.232
H 1.070 1.743 1.336
H -0.051 1.457 0.040
H -0.670 -0.396 1.080
C 4.132 0.251 0.396
C 3.052 -0.207 -0.584
O 3.604 -0.505 -1.789
H 4.969 -0.455 0.517
H 3.682 0.332 1.369
H 4.495 1.286 0.061
H 2.192 0.436 -0.723
H 2.572 -1.137 -0.113
H 2.818 -0.528 -2.361
C 0.953 2.695 -2.555
O 0.218 3.606 -3.398
H 0.667 1.723 -2.672
H 0.798 2.980 -1.488
H 2.019 2.711 -2.786
H 0.570 3.363 -4.294
C -1.161 -1.652 4.540
O 0.031 -2.306 4.869
H -1.937 -2.302 4.223
H -0.989 -0.968 3.688
H -1.652 -1.074 5.342
H 0.716 -1.918 4.317
C -1.350 -0.978 -3.499
O -0.457 -0.449 -2.567
H -2.362 -1.150 -3.081
H -0.938 -1.934 -3.866
H -1.519 -0.334 -4.344
H -0.915 0.362 -2.289
*
```

Atom charges from the Löwdin analysis, given in e for atoms 1 to 4: N 0.163; C -0.670; N 0.216; O -0.109